No. 1
Below is a cluster of 2 separate species, C3H4O2 in total, with properties calculated with wB97M-V/def2-TZVPD.

Output
- E_LUMO (spin up / spin down) (eV) = -0.393 / -0.343
- energy (eV) = -7265.517
- HOMO level (spin up / spin down) (eV) = -9.0 / -9.1
- strongest force on any atom (eV/A) = 4.3
- net charge = 0
- frontier orbital gap (spin up / spin down) (eV) = 8.6 / 8.8
- energy relative to the best compared isomer or geometry (same formula, charge and spin) (kcal/mol) = 119.2

Cartesian coordinates (Å):
C 0.361 0.716 0.319
C -2.009 0.357 -0.254
C 0.847 -0.318 -0.262
O -2.287 -0.804 -0.009
O 2.086 -0.943 -0.003
H 0.772 1.287 1.144
H -2.814 1.035 -0.611
H 0.376 -0.960 -0.959
H 2.669 -0.369 0.635

No. 2
Below is the molecule C3H4O2, with properties calculated with wB97M-V/def2-TZVPD.

Output
- E_LUMO (eV) = 0.814
- energy (eV) = -7269.687
- HOMO level (eV) = -10.7
- strongest force on any atom (eV/A) = 1.5
- net charge = 0
- frontier orbital gap (eV) = 11.5
- energy relative to the best compared isomer or geometry (same formula, charge and spin) (kcal/mol) = 23.0

Cartesian coordinates (Å):
O -2.409 -0.366 -0.240
C -1.231 -0.179 -0.190
C 0.035 0.032 0.792
C 0.756 0.240 -0.508
O -0.363 -0.286 -1.258
H 0.229 -0.988 1.141
H 0.346 0.724 1.593
H 1.679 -0.332 -0.541
H 0.930 1.285 -0.788

No. 3
Below is a cluster of 2 separate species, C3H4O2 in total, with properties calculated with wB97M-V/def2-TZVPD.

Output
- E_LUMO (eV) = 0.679
- energy (eV) = -7268.408
- HOMO level (eV) = -9.3
- strongest force on any atom (eV/A) = 4.9
- net charge = 0
- frontier orbital gap (eV) = 10.0
- energy relative to the best compared isomer or geometry (same formula, charge and spin) (kcal/mol) = 52.5

Cartesian coordinates (Å):
C -1.318 0.464 0.826
C -0.904 -0.419 1.738
O -0.450 -1.046 2.635
H -2.207 1.052 0.966
H -0.738 0.569 -0.066
C 1.782 0.837 -0.472
O 1.020 0.798 -1.382
H 2.805 0.803 -0.580
H 1.227 0.977 0.557

No. 4
Below is the molecule C3H4O2, with properties calculated with wB97M-V/def2-TZVPD.

Output
- E_LUMO (eV) = 0.893
- energy (eV) = -7267.985
- HOMO level (eV) = -9.8
- strongest force on any atom (eV/A) = 2.4
- net charge = 0
- frontier orbital gap (eV) = 10.7
- energy relative to the best compared isomer or geometry (same formula, charge and spin) (kcal/mol) = 62.3

Cartesian coordinates (Å):
O -0.196 -2.083 0.259
C 0.019 -0.899 0.245
C -0.700 -0.086 -0.752
O -0.035 1.199 -0.332
C 0.769 0.674 0.704
H -1.797 -0.188 -0.602
H -0.449 -0.445 -1.769
H 1.863 0.762 0.532
H 0.527 1.064 1.716

No. 5
Below is a structure of composition C3H4O2, with properties calculated with wB97M-V/def2-TZVPD.

Output
- E_LUMO (spin up / spin down) (eV) = -0.054 / -1.046
- energy (eV) = -7265.268
- HOMO level (spin up / spin down) (eV) = -8.7 / -7.8
- strongest force on any atom (eV/A) = 7.4
- net charge = 0
- frontier orbital gap (spin up / spin down) (eV) = 8.6 / 6.7
- energy relative to the best compared isomer or geometry (same formula, charge and spin) (kcal/mol) = 124.9

Cartesian coordinates (Å):
C -0.689 0.582 0.016
C 1.163 -0.194 -0.003
C -1.780 -0.257 0.078
O -2.930 0.181 0.069
O 2.198 0.567 -0.083
H -0.611 1.645 0.060
H 1.190 -1.273 -0.059
H -1.584 -1.345 0.106
H 3.043 0.093 -0.184

No. 6
Below is the molecule C3H4O2, with properties calculated with wB97M-V/def2-TZVPD.

Output
- E_LUMO (eV) = 0.676
- energy (eV) = -7265.129
- HOMO level (eV) = -9.4
- strongest force on any atom (eV/A) = 5.9
- net charge = 0
- frontier orbital gap (eV) = 10.1
- energy relative to the best compared isomer or geometry (same formula, charge and spin) (kcal/mol) = 128.1

Cartesian coordinates (Å):
C 1.400 -0.412 -0.114
C 3.041 -0.355 -0.389
C -0.156 0.272 -0.340
O 2.505 0.407 0.465
O -1.033 -0.390 0.409
H 1.094 -1.220 0.633
H -0.246 0.093 -1.354
H -0.077 1.459 -0.283
H -1.248 -1.190 0.032

No. 7
Below is a cluster of 2 separate species, C3H4O2 in total, with properties calculated with wB97M-V/def2-TZVPD.

Output
- E_LUMO (spin up / spin down) (eV) = -0.440 / -0.102
- energy (eV) = -7265.117
- HOMO level (spin up / spin down) (eV) = -8.8 / -9.3
- strongest force on any atom (eV/A) = 4.4
- net charge = 0
- frontier orbital gap (spin up / spin down) (eV) = 8.4 / 9.2
- energy relative to the best compared isomer or geometry (same formula, charge and spin) (kcal/mol) = 128.4

Cartesian coordinates (Å):
C 1.209 -0.817 -0.506
C -2.244 0.002 0.196
C 0.513 0.243 -0.095
O -3.338 -0.214 -0.300
O 0.879 1.490 0.290
H 0.893 -1.815 -0.468
H 2.310 -0.686 -0.422
H -2.086 0.236 1.250
H 1.863 1.561 0.055

No. 8
Below is the molecule C3H4O2S, with properties calculated with wB97M-V/def2-TZVPD.

Output
- E_LUMO (eV) = -0.883
- energy (eV) = -18104.808
- HOMO level (eV) = -9.2
- strongest force on any atom (eV/A) = 2.6
- net charge = 0
- frontier orbital gap (eV) = 8.4
- energy relative to the best compared isomer or geometry (same formula, charge and spin) (kcal/mol) = 29.0

Cartesian coordinates (Å):
C 0.386 -0.360 -1.588
O -0.072 0.441 -0.499
C 0.017 -0.171 0.714
O 0.446 -1.252 0.965
C -0.476 0.806 1.749
S -1.990 0.545 2.388
H -0.223 -1.261 -1.700
H 1.422 -0.570 -1.512
H 0.266 0.225 -2.523
H 0.224 1.598 2.006

No. 9
Below is a cluster of 2 separate species, C3H4O2S in total, with properties calculated with wB97M-V/def2-TZVPD.

Output
- E_LUMO (spin up / spin down) (eV) = 0.407 / -0.050
- energy (eV) = -18101.718
- HOMO level (spin up / spin down) (eV) = -8.0 / -7.2
- strongest force on any atom (eV/A) = 3.0
- net charge = 0
- frontier orbital gap (spin up / spin down) (eV) = 8.4 / 7.2
- energy relative to the best compared isomer or geometry (same formula, charge and spin) (kcal/mol) = 100.3

Cartesian coordinates (Å):
C -0.795 0.493 -0.894
C 1.291 -1.483 0.655
C -0.733 1.751 -0.271
O -0.191 -0.509 -0.688
O 2.219 -1.029 1.240
S 0.537 -3.016 0.632
H 0.224 2.169 -0.669
H -1.481 2.460 -0.781
H -0.578 1.585 0.840
H -0.493 -2.421 -0.062

No. 10
Below is a cluster of 2 separate species, C3H4O2S in total, with properties calculated with wB97M-V/def2-TZVPD.

Output
- E_LUMO (spin up / spin down) (eV) = -0.728 / -2.658
- energy (eV) = -18099.185
- HOMO level (spin up / spin down) (eV) = -10.3 / -9.6
- strongest force on any atom (eV/A) = 4.4
- net charge = 0
- frontier orbital gap (spin up / spin down) (eV) = 9.6 / 6.9
- energy relative to the best compared isomer or geometry (same formula, charge and spin) (kcal/mol) = 158.7

Cartesian coordinates (Å):
C 1.185 2.508 0.014
C 1.107 1.321 -0.104
C -1.925 -1.227 0.035
O 1.701 -0.972 1.171
O 1.587 -1.011 -1.263
S 1.006 -0.544 -0.050
H 1.216 3.524 0.263
H -2.000 -1.420 -1.030
H -2.374 -1.943 0.592
H -1.503 -0.234 0.373